Computed, not measured: a single C5H9N3 molecule, with ωB97M-V with the def2-TZVPD basis set.

```
! wB97M-V def2-TZVPD RIJCOSX def2/J DEFGRID3
* xyz 0 1
H -2.8380 -1.4334 -0.1227
H -0.6070 2.8200 -0.2129
N -0.7217 -1.4638 -0.3233
C -0.0762 1.9292 -0.5516
C 0.1570 -0.5478 -0.0955
C -1.9399 -0.8522 -0.0083
H -0.4441 1.7042 -1.5646
H 0.1160 0.9647 1.3693
C -0.3727 0.7565 0.4070
C -1.8422 0.3915 0.4740
N 2.3930 0.0225 0.4192
H 1.7097 -1.7391 -0.4651
H 2.7689 -0.4999 1.2307
H 3.1322 0.3050 -0.1908
N 1.5038 -0.7576 -0.3262
H -2.6329 1.0584 0.7941
H 1.0134 2.1489 -0.5799
*
```

- HOMO-LUMO gap: 8.9 eV
- SMILES: C[C@H]1C=CN=C1NN
- Energy: -360.1388 a.u.
- ΔE to the lowest compared entry with this formula, charge and spin: 1.592 eV

=====

Computed, not measured: 2 unconnected molecules or ions with the total composition C5H9N3O2, with ωB97M-V with the def2-TZVPD basis set.

```
! wB97M-V def2-TZVPD RIJCOSX def2/J DEFGRID3
* xyz 0 1
C -0.0958 -1.1125 0.7638
H 2.6257 -0.7851 0.4402
O 0.0870 2.9642 -3.2123
H -2.0354 0.8292 0.3746
H 0.8150 -2.7385 1.5309
O -1.3183 -3.1508 0.9460
C -1.1205 0.7877 -0.2416
C -0.7535 2.1915 -0.5427
N 0.9658 -1.7776 1.2546
H 2.2289 -0.3357 2.1151
N -0.0157 0.1238 0.4104
H -1.4005 0.3146 -1.1999
H -0.2988 3.6687 -2.5380
C -1.3150 -2.0016 0.5766
N -0.7991 3.3639 -0.5640
H -0.5941 2.3095 -3.3951
H -2.2052 -1.5460 0.1044
C 2.2644 -1.1749 1.4039
H 2.9651 -1.9304 1.7733
*
```

- HOMO-LUMO gap: 8.8 eV
- SMILES: CN/C(C=O)=N/CC#N.O
- Energy: -510.6145 a.u.
- ΔE to the lowest compared entry with this formula, charge and spin: 2.054 eV

=====

Computed, not measured: a single C5H9N3O2 molecule, with ωB97M-V with the def2-TZVPD basis set.

```
! wB97M-V def2-TZVPD RIJCOSX def2/J DEFGRID3
* xyz 0 1
H -1.1526 -2.3618 0.8867
O -2.8582 1.9117 0.1231
H -0.9304 2.5091 0.1061
H 4.2929 0.7791 -0.4581
N -2.0787 -0.6734 0.0446
H -1.1975 -2.3355 -0.8900
C -1.6734 1.6887 0.0982
N 2.7601 -0.9469 0.0146
H 1.1193 1.6475 -0.8835
C -1.7657 -2.0781 0.0173
H -3.0402 -0.3630 0.0650
O 3.5123 1.1931 -0.0424
C -1.1233 0.2763 0.0318
H -2.6986 -2.6512 0.0320
H 1.1602 1.6062 0.8846
N 0.1246 -0.0238 -0.0145
C 1.1648 0.9669 -0.0156
C 2.5184 0.2950 -0.0648
H 1.8658 -1.4399 0.0649
*
```

- HOMO-LUMO gap: 8.9 eV
- SMILES: [H]/N=C(/O)C/N=C(\C=O)NC
- Energy: -510.6514 a.u.
- ΔE to the lowest compared entry with this formula, charge and spin: 1.048 eV

=====

Computed, not measured: 2 unconnected molecules or ions with the total composition C5H9N3O2, with ωB97M-V with the def2-TZVPD basis set.

```
! wB97M-V def2-TZVPD RIJCOSX def2/J DEFGRID3
* xyz 0 1
C -0.8178 1.5855 0.7332
C -1.2351 1.3981 -0.7716
C 1.7486 1.0821 1.1445
H -0.7576 -1.6838 -1.6203
H -1.7154 1.3918 1.2143
H 1.8294 1.6783 0.1945
H 1.8128 1.5399 2.1815
N 0.8752 -2.7931 -0.3174
H -0.5559 2.5637 0.9795
H -0.8222 2.2659 -1.3475
H -2.2085 1.2068 -1.0232
H 0.1659 -0.2184 1.7631
N 0.0899 -3.4494 -0.9134
C 0.1896 -0.1444 -0.3392
O -0.1554 -4.6398 -0.8992
N -0.5002 0.1469 -1.2856
C 0.3042 0.5392 0.9772
O -0.7881 -2.7171 -1.7294
H 2.5406 0.2478 1.0589
*
```

- HOMO-LUMO gap (alpha / beta): 10.2 / 7.4 eV
- Energy: -510.3594 a.u.
- ΔE to the lowest compared entry with this formula, charge and spin: 8.993 eV

=====

> Look up the ΔE to the lowest compared entry with this formula, charge and spin of the first one.

1.592 eV